The molecule C10H6O2 at a distorted geometry. Source: the Open Molecules 2025 dataset; level of theory: wB97M-V/def2-TZVPD.

Each line ends with the natural charge from an NBO analysis.
CARTESIAN COORDINATES (ANGSTROEM)
O1 1.11 2.80 -0.20  -0.510
C1 1.19 1.57 -0.06  0.517
C2 2.49 0.83 0.11  -0.234
C3 2.58 -0.55 -0.05  -0.241
C4 1.39 -1.50 -0.10  0.557
O2 1.52 -2.70 -0.08  -0.502
C5 -0.01 -0.65 0.07  -0.128
C6 -1.18 -1.45 0.01  -0.152
C7 -2.47 -0.85 -0.11  -0.203
C8 -2.51 0.52 -0.05  -0.196
C9 -1.38 1.35 0.08  -0.162
C10 -0.10 0.70 0.05  -0.131
H1 3.39 1.57 0.41  0.253
H2 3.45 -1.20 -0.12  0.235
H3 -1.15 -2.48 0.04  0.222
H4 -3.50 -1.37 0.03  0.232
H5 -3.39 1.02 -0.04  0.205
H6 -1.43 2.41 0.00  0.239

As for the orbital gap: 0.3045 hartree. The calculation puts the HOMO energy at -0.3557 hartree. The spin multiplicity is 1. The total energy comes out at -535.08077 Eh. Its structure (SMILES) is O=C1C=CC(=O)c2ccccc21. The calculation puts the energy above the lowest of the compared OMol25 structures with the same formula, charge and spin at 0.6713 eV. The LUMO energy comes out at -1.4 eV.